[1]
This record from OMol25 describes a 8-piece molecular cluster, C30H87N7O9 overall. The level of theory is ωB97M-V/def2-TZVPD.

As for the HOMO-LUMO gap: 7.03 eV. The total charge is +6. The maximum force comes out at 5.81 eV Å⁻¹. The molecular weight comes out at 690.1 g/mol.

CARTESIAN COORDINATES (ANGSTROEM)
O  2.202  -0.558  5.214
O  -2.044  -1.385  2.858
O  -0.652  1.931  0.445
O  -1.359  1.943  -1.565
O  1.706  7.467  -1.109
O  -2.541  -3.233  -2.442
O  -4.443  2.941  3.834
O  4.175  0.055  -4.682
O  2.527  -3.328  -0.058
N  2.922  -5.869  1.799
N  -5.136  -1.637  3.175
N  5.688  0.616  -6.996
N  4.046  -2.166  3.411
N  -2.997  3.477  1.276
N  -1.433  5.456  -2.036
N  -5.437  -3.416  -2.698
C  3.140  0.267  -3.650
C  0.381  0.444  -1.055
C  0.329  7.161  -1.398
C  3.881  -0.071  1.875
C  2.275  -0.503  3.786
C  -4.713  2.968  5.260
C  -2.925  -0.281  2.704
C  0.004  5.642  -1.371
C  7.754  0.314  -5.744
C  1.004  4.805  -2.216
C  5.534  0.408  -4.437
C  2.176  8.865  -1.161
C  -4.460  -4.673  -2.450
C  -3.853  -0.712  5.098
C  6.268  0.003  -5.684
C  3.698  -0.663  3.330
C  -0.589  1.521  -0.671
C  2.903  -4.640  -0.440
C  -3.276  -4.150  -1.599
C  -4.458  3.644  1.516
C  -5.240  2.417  0.936
C  2.413  -5.863  0.373
C  2.647  -2.248  -0.955
C  -0.872  -1.260  1.995
C  -4.864  3.930  3.012
C  0.909  -0.730  5.838
C  -1.378  -2.712  -1.860
C  -4.228  -0.500  3.585
C  -4.059  -5.414  -3.697
C  0.855  -5.861  0.380
H  -3.635  -3.723  -0.663
H  -2.623  2.976  0.482
H  -1.648  -2.121  -0.984
H  2.844  -6.766  -0.059
H  -3.863  -4.667  -4.466
H  -2.708  -4.986  -1.191
H  3.644  -2.193  -1.392
H  -0.417  -0.311  2.279
H  -2.484  0.599  3.174
H  -4.505  4.918  3.299
H  -5.252  -2.670  -2.042
H  1.741  -1.384  3.432
H  -1.519  6.097  -2.812
H  -5.026  -5.342  -1.801
H  1.853  0.370  3.287
H  -5.042  -1.642  2.169
H  0.497  -4.881  0.694
H  -5.367  1.574  1.615
H  0.954  0.137  -0.180
H  4.354  -2.322  4.360
H  3.146  -0.338  1.115
H  -4.775  -2.501  3.554
H  8.242  -0.123  -6.615
H  -4.803  -6.133  -4.039
H  -3.173  -6.030  -3.542
H  4.821  0.194  -7.298
H  0.471  -6.135  -0.603
H  4.905  -0.300  1.582
H  6.003  -0.023  -3.552
H  -2.963  -0.130  5.337
H  0.080  -0.440  -1.617
H  1.796  9.343  -0.259
H  -0.710  -3.483  -1.476
H  -3.821  2.635  5.791
H  -4.872  3.954  5.697
H  2.404  -0.533  -3.578
H  3.345  -2.829  3.115
H  2.518  -4.772  -1.451
H  6.007  -1.038  -5.874
H  3.748  -5.292  1.873
H  6.283  0.534  -7.809
H  -0.097  5.188  -0.385
H  3.263  8.803  -1.228
H  -3.114  0.030  1.677
H  -3.475  -1.716  5.291
H  -6.105  -1.480  3.413
H  2.319  -1.312  -0.503
H  -4.637  4.476  0.835
H  2.543  1.152  -3.868
H  -0.809  -2.071  -2.533
H  0.359  -1.444  5.225
H  -4.623  -0.550  5.853
H  1.402  5.461  -2.991
H  -1.387  4.524  -2.424
H  0.562  -6.627  1.098
H  1.008  0.986  -1.763
H  -4.735  0.441  3.369
H  0.342  0.200  5.887
H  2.035  -2.425  -1.839
H  1.847  9.283  -2.113
H  5.632  1.486  -4.310
H  -2.657  3.009  2.104
H  -0.259  7.609  -0.597
H  4.434  -0.196  3.984
H  8.075  1.355  -5.697
H  -0.047  7.682  -2.278
H  -6.240  2.794  0.723
H  3.691  0.424  -2.722
H  1.869  4.446  -1.658
H  -5.951  3.991  2.949
H  8.259  -0.154  -4.899
H  5.657  1.625  -6.986
H  4.801  -2.427  2.792
H  2.422  -5.453  2.572
H  3.809  1.014  1.942
H  -6.366  -3.803  -2.612
H  3.973  -4.645  -0.645
H  3.176  -6.842  1.889
H  0.541  3.862  -2.506
H  -5.526  2.257  5.411
H  -5.125  -3.059  -3.590
H  1.047  -1.267  6.776
H  -0.060  -1.957  2.202
H  -4.854  2.011  0.001
H  -2.172  5.704  -1.394
H  -1.211  -1.396  0.968
H  -2.549  4.382  1.300

Here are the Löwdin charges for atoms 1 to 5, given in e:
1 O -0.17
2 O -0.19
3 O -0.02
4 O -0.08
5 O -0.21

***

[2]
This record from OMol25 describes a 3-piece molecular cluster, C3H10O3S overall. The level of theory is ωB97M-V/def2-TZVPD.

As for the HOMO-LUMO gap: 9.50 eV. The structure (SMILES) is O=CCCS.O.O. The maximum force comes out at 5.55 eV Å⁻¹. The molecular weight comes out at 126.2 g/mol.

CARTESIAN COORDINATES (ANGSTROEM)
S  -0.160  1.067  1.956
O  0.637  0.702  -2.322
O  3.575  0.178  -0.872
O  -4.365  -0.069  1.713
C  0.577  -0.476  -1.787
C  0.151  -0.828  -0.342
C  0.903  -0.005  0.765
H  1.414  -0.669  1.386
H  -0.750  1.725  0.970
H  3.292  0.658  -0.025
H  -4.618  0.832  1.596
H  2.846  0.539  -1.525
H  -5.017  -0.560  1.232
H  1.575  0.682  0.277
H  0.329  -1.924  -0.169
H  -0.867  -0.587  -0.317
H  0.478  -1.264  -2.537

Here are the natural (NBO) charges for atoms 1 to 5, given in e:
1 S -0.07
2 O -0.56
3 O -0.94
4 O -0.93
5 C 0.43

***

[3]
This record from OMol25 describes a 2-piece molecular cluster, CH4N3O overall. The level of theory is ωB97M-V/def2-TZVPD.

As for the HOMO-LUMO gap (spin up / spin down): 10.46 / 10.46 eV. The total charge is +1. The maximum force comes out at 3.48 eV Å⁻¹. The molecular weight comes out at 74.1 g/mol.

CARTESIAN COORDINATES (ANGSTROEM)
O  -0.793  -0.663  -2.634
N  0.722  -0.195  2.102
N  -0.270  -0.119  -1.644
N  -0.706  -0.144  -0.443
C  0.503  0.509  1.248
H  -1.585  -0.672  -0.461
H  0.498  1.418  0.753
H  0.449  0.560  -1.756
H  1.181  -0.695  2.834

Here are the natural (NBO) charges for atoms 1 to 5, given in e:
1 O -0.31
2 N -0.43
3 N 0.22
4 N -0.49
5 C 0.50

***

[4]
This record from OMol25 describes a 2-piece molecular cluster, C5H13NO2 overall. The level of theory is ωB97M-V/def2-TZVPD.

As for the HOMO-LUMO gap (spin up / spin down): 12.13 / 7.37 eV. As for the multiplicity: 2. The total charge is +1. The maximum force comes out at 1.76 eV Å⁻¹. As for the expectation value of S²: 0.761. The molecular weight comes out at 119.2 g/mol.

CARTESIAN COORDINATES (ANGSTROEM)
O  -0.543  -1.881  -1.432
O  -2.663  -0.473  1.102
N  0.582  -0.508  -0.043
C  0.709  -1.535  0.956
C  0.796  1.551  1.311
C  -0.406  0.358  -2.242
C  1.373  0.717  0.138
C  -0.126  -0.770  -1.285
H  -0.285  1.655  1.186
H  2.395  0.383  0.333
H  1.325  2.494  1.295
H  -0.317  -1.793  1.265
H  -2.575  -0.987  0.300
H  -3.258  0.263  0.875
H  0.837  0.963  2.227
H  1.250  -1.129  1.797
H  1.322  1.271  -0.786
H  0.307  0.304  -3.068
H  -0.369  1.342  -1.788
H  -1.405  0.211  -2.640
H  1.052  -2.437  0.499

Here are the natural (NBO) charges for atoms 1 to 5, given in e:
1 O -0.42
2 O -0.95
3 N -0.02
4 C -0.47
5 C -0.60

***

Energy relative to the best compared isomer or geometry (same formula, charge and spin) for the records above, in order: 5.2201, 1.5993, 5.5780, 0.3429 eV